Computed, not measured: a 8-piece molecular cluster, C4H26N2O8 overall, with ωB97M-V/def2-TZVPD.

As for the HOMO energy: -8.797 eV. The value obtained for the calculated total energy is -23930.21473 eV. For the energy above the lowest of the compared OMol25 structures with the same formula, charge and spin, the calculation gives 0.0 kJ/mol.

```
! wB97M-V def2-TZVPD RIJCOSX def2/J DEFGRID3
* xyz 0 1
C -1.32 0.90 1.95
N -0.50 0.62 0.79
C -0.45 -0.82 0.38
C 0.66 -0.99 -0.67
O 1.85 -1.44 -0.04
C -1.83 -1.29 -0.20
N -1.99 -2.73 0.12
H -2.39 0.57 1.76
H -1.29 1.99 2.17
H -0.94 0.35 2.87
H -0.73 1.16 -0.03
H -0.23 -1.45 1.22
H 0.96 -0.05 -1.21
H 0.38 -1.78 -1.41
H 1.70 -2.31 0.48
H -1.84 -1.15 -1.31
H -2.61 -0.66 0.17
H -2.49 -3.25 -0.55
H -2.39 -2.87 1.06
H 1.66 1.46 -3.63
H 1.73 2.04 -2.19
O 1.18 1.94 -2.99
H 0.77 3.63 -0.99
H 0.35 3.81 -2.39
O 0.01 3.95 -1.53
H -3.25 -1.88 3.60
H -1.97 -1.47 2.89
O -2.62 -2.17 3.01
H 0.97 -4.39 0.31
H -0.20 -3.49 0.64
O 0.76 -3.72 0.89
H 3.49 2.76 -0.68
H 2.52 1.82 -0.02
O 2.61 2.48 -0.78
H -1.28 2.60 -1.65
H -0.52 1.50 -2.34
O -1.23 1.59 -1.85
H 2.33 -0.05 0.86
H 1.35 0.97 1.43
O 2.32 0.87 1.26
*
```

Charges per atom according to Mulliken partitioning, unit e: -0.979 -0.084 -0.194 -0.467 -0.708 -0.801 -0.476 0.325 0.362 0.285 0.129 0.762 -0.060 0.414 0.432 0.506 0.227 0.202 0.228 0.255 0.358 -0.636 0.361 0.350 -0.757 0.302 0.278 -0.648 0.306 0.429 -0.700 0.265 0.446 -0.692 0.397 0.305 -0.684 0.493 0.360 -0.893